Computed, not measured: a cluster of 11 separate species, C44H121N11O11 in total, with ωB97M-V with the def2-TZVPD basis set.

Geometry as ORCA input:
```
! wB97M-V def2-TZVPD RIJCOSX def2/J DEFGRID3
* xyz 0 1
C 2.4735 3.2300 4.1514
C 1.2567 4.1234 4.5437
C 1.7649 5.4008 5.2037
O 2.2217 5.1776 6.5587
C 3.5275 5.7434 6.7636
N 0.5969 4.5956 3.3253
H 2.0549 2.3712 3.7221
H 2.8999 2.7457 5.0103
H 3.1839 3.8317 3.5962
H 0.5183 3.5722 5.1383
H 0.9456 6.1541 5.2589
H 2.5748 5.7466 4.5646
H 3.6165 6.7820 6.4199
H 4.2569 5.1125 6.1921
H 3.8482 5.6675 7.8096
H 0.2260 3.8458 2.7858
H -0.1557 5.1817 3.6279
C 3.3813 0.0994 3.0302
C 4.2375 -0.6585 1.9726
C 3.8306 -2.1538 2.0306
O 4.3256 -2.6563 3.2770
C 3.7995 -3.9073 3.5985
N 4.1029 -0.0382 0.6424
H 3.7348 1.1578 2.8942
H 3.5145 -0.2444 4.0585
H 2.2951 0.1274 2.8338
H 5.2965 -0.6297 2.2956
H 4.2843 -2.5861 1.1612
H 2.7350 -2.3019 1.9111
H 3.7362 -4.6575 2.7723
H 2.8337 -3.8492 4.0656
H 4.3724 -4.2933 4.4506
H 4.6048 0.8845 0.7215
H 3.1679 0.1563 0.3264
C -3.5514 0.0753 -2.6458
C -3.6399 -1.3720 -3.1499
C -4.4046 -1.4853 -4.4470
O -5.6886 -0.9714 -4.2439
C -6.5866 -1.2322 -5.2856
N -2.2843 -1.9653 -3.3417
H -3.5327 0.0707 -1.5810
H -4.3929 0.7256 -2.9715
H -2.6940 0.5703 -3.1194
H -4.1574 -1.9965 -2.4276
H -4.5598 -2.5162 -4.6971
H -3.9333 -0.8680 -5.1854
H -6.2890 -0.8650 -6.2896
H -7.5482 -0.7781 -5.0697
H -6.7287 -2.3173 -5.4606
H -2.3661 -2.8743 -3.7130
H -1.6770 -1.4332 -3.9490
C -0.5420 -3.2180 -8.1174
C -1.2068 -4.1689 -7.1055
C -0.2249 -4.2747 -5.9590
O 0.0925 -3.0114 -5.4531
C 1.1881 -3.1965 -4.4674
N -2.4167 -3.5452 -6.5706
H 0.3709 -3.7183 -8.4204
H -0.3832 -2.1992 -7.8039
H -1.2286 -3.2098 -8.9905
H -1.4363 -5.1596 -7.4444
H 0.7013 -4.7363 -6.3280
H -0.6004 -4.9761 -5.1775
H 0.9448 -3.9159 -3.6804
H 1.4948 -2.1848 -4.1802
H 1.9089 -3.7249 -5.0939
H -2.1820 -2.6348 -6.1828
H -3.0832 -3.3522 -7.3418
C 2.8332 3.4930 -1.2096
C 2.7764 4.1482 0.1438
C 4.0930 4.2720 0.8288
O 4.6995 3.0256 1.1328
C 6.0141 3.0537 1.7108
N 1.9864 5.4177 0.1136
H 1.8434 3.5450 -1.6886
H 3.0394 2.4461 -0.9968
H 3.5360 3.9601 -1.8892
H 2.1761 3.4849 0.8175
H 3.9365 4.8712 1.7270
H 4.7485 4.9478 0.2076
H 5.9892 3.2077 2.7981
H 6.7115 3.6600 1.2065
H 6.3358 2.0070 1.5609
H 1.4429 5.5105 0.9723
H 2.4169 6.2961 -0.0633
C 5.4235 -3.2381 -2.0519
C 6.2826 -1.9848 -2.0300
C 5.6719 -0.7337 -2.6621
O 5.3214 -0.9953 -4.0510
C 5.4865 0.1633 -4.8749
N 6.5887 -1.5934 -0.6251
H 4.4868 -3.1100 -1.4646
H 5.9546 -4.0354 -1.5566
H 5.2192 -3.5234 -3.0970
H 7.2479 -2.2446 -2.4534
H 6.3928 0.0596 -2.5810
H 4.7855 -0.5032 -2.0381
H 6.5158 0.5726 -4.8426
H 4.8478 0.9663 -4.5936
H 5.2885 -0.0951 -5.8941
H 7.1610 -0.7671 -0.7832
H 5.6985 -1.2497 -0.3070
C -4.8211 -0.2775 0.5639
C -4.9774 -0.9844 1.8945
C -6.3370 -0.7968 2.4722
O -6.7494 0.5345 2.5069
C -6.2032 1.2655 3.5665
N -4.6350 -2.5044 1.8015
H -4.8988 0.8284 0.7418
H -5.4939 -0.5849 -0.2104
H -3.7842 -0.4571 0.1778
H -4.2294 -0.5864 2.5244
H -6.2982 -1.1594 3.4820
H -7.1636 -1.3276 1.9394
H -5.1018 1.3225 3.4523
H -6.4462 0.7380 4.5082
H -6.6041 2.2956 3.4658
H -4.1029 -2.4696 0.9619
H -5.5074 -3.0015 1.5640
C -1.8138 1.8462 1.3685
C -1.0511 0.6738 0.6732
C 0.3282 1.1194 0.2391
O 1.0803 0.0247 -0.2791
C 0.6014 -0.4398 -1.4933
N -0.9746 -0.4988 1.5577
H -1.7855 2.6659 0.6419
H -1.3545 2.1428 2.3629
H -2.8275 1.4795 1.5968
H -1.7044 0.3480 -0.1848
H 0.8571 1.4788 1.1155
H 0.2744 1.8745 -0.5545
H 0.4848 0.4030 -2.1499
H -0.3845 -0.8879 -1.3824
H 1.3630 -1.1383 -1.7991
H -0.3277 -1.1780 1.1319
H -0.7170 -0.2806 2.5268
C -2.0593 -5.2869 0.4286
C -1.2502 -3.9448 0.2651
C -0.1034 -4.1062 -0.6982
O 0.9067 -4.8905 -0.1440
C 1.9105 -5.1453 -1.0850
N -2.1891 -2.8611 -0.1520
H -2.3314 -5.7224 -0.5559
H -2.9883 -5.1875 1.0390
H -1.4408 -5.9873 0.9799
H -0.7821 -3.6111 1.1797
H 0.3712 -3.1644 -0.9746
H -0.4359 -4.5645 -1.6251
H 1.6468 -5.9574 -1.7726
H 2.8166 -5.4542 -0.4524
H 2.1949 -4.2785 -1.7235
H -2.1746 -2.6853 -1.1342
H -1.7734 -2.0609 0.2859
C -1.2900 3.7395 -3.1810
C -2.0658 4.8277 -2.3447
C -3.3681 4.1567 -2.0544
O -4.0619 3.8803 -3.2599
C -5.3877 3.3039 -3.0433
N -1.3084 5.2034 -1.2126
H -0.9871 2.9641 -2.4256
H -0.4839 4.0948 -3.8416
H -2.1307 3.3060 -3.7830
H -2.3207 5.7008 -2.9726
H -3.9557 4.7458 -1.3250
H -3.1092 3.1638 -1.6350
H -5.3174 2.4901 -2.3242
H -5.7252 2.9818 -4.0280
H -5.9754 4.0920 -2.6133
H -1.4636 6.1076 -0.7300
H -0.3049 5.1633 -1.3491
C -3.0235 0.0022 5.1751
C -2.1162 -0.9065 5.9875
C -0.7216 -0.4581 5.6702
O -0.2449 -0.8607 4.4091
C 0.3975 -2.0843 4.5396
N -2.3679 -0.6381 7.4068
H -4.0275 -0.4056 5.2259
H -2.7552 -0.0733 4.0822
H -3.0353 1.0232 5.4918
H -2.2821 -1.9580 5.7150
H -0.0007 -0.7707 6.3992
H -0.5979 0.6346 5.7444
H 1.3222 -1.8586 5.0996
H 0.7383 -2.4584 3.5916
H -0.1846 -2.8314 5.1197
H -3.3291 -0.7632 7.6338
H -1.9065 -1.3808 7.9020
*
```

The lowest unoccupied orbital energy is 0.6 eV. Its energy relative to the best compared isomer or geometry (same formula, charge and spin) is 74.77 kcal per mole. Its SMILES is COC[C@H](C)N.COC[C@H](C)N.COC[C@H](C)N.COC[C@H](C)N.COC[C@H](C)N.COC[C@H](C)N.COC[C@H](C)N.COC[C@H](C)N.COC[C@H](C)N.COC[C@H](C)N.COC[C@H](C)N. The value obtained for the largest force on an atom is 3.1 eV/A.

Mulliken population analysis, charges in e, atoms 1 to 99:
1. C -0.561
2. C 0.492
3. C -0.752
4. O -0.391
5. C -0.630
6. N -0.327
7. H -0.197
8. H 0.514
9. H -0.008
10. H 0.273
11. H 0.298
12. H 0.338
13. H 0.285
14. H 0.234
15. H 0.264
16. H -0.139
17. H 0.283
18. C -0.532
19. C 0.039
20. C -0.288
21. O -0.415
22. C -0.604
23. N 0.357
24. H -0.041
25. H 0.467
26. H -0.193
27. H 0.462
28. H 0.590
29. H -0.161
30. H 0.239
31. H 0.156
32. H 0.323
33. H 0.242
34. H -0.598
35. C 0.235
36. C 0.667
37. C -1.029
38. O -0.297
39. C -0.841
40. N -0.721
41. H -0.971
42. H 0.164
43. H 0.297
44. H 0.138
45. H 0.525
46. H 0.450
47. H 0.310
48. H 0.263
49. H 0.326
50. H 0.302
51. H 0.202
52. C -1.268
53. C -0.030
54. C -0.782
55. O -0.335
56. C -0.799
57. N -0.484
58. H 0.373
59. H 0.259
60. H 0.422
61. H 0.419
62. H 0.528
63. H 0.330
64. H 0.298
65. H 0.209
66. H 0.497
67. H 0.115
68. H 0.271
69. C -0.960
70. C 2.261
71. C -1.306
72. O -0.005
73. C -0.871
74. N -0.497
75. H -0.050
76. H 0.032
77. H 0.467
78. H -1.035
79. H 0.330
80. H 0.336
81. H 0.269
82. H 0.414
83. H 0.211
84. H 0.226
85. H 0.217
86. C -0.976
87. C 0.313
88. C -0.205
89. O -0.316
90. C -0.800
91. N -0.723
92. H -0.233
93. H 0.411
94. H 0.414
95. H 0.366
96. H 0.436
97. H -0.088
98. H 0.303
99. H 0.300